Record 1
Molecular formula: C5H9NO
Method: DFT, ωB97M-V/def2-TZVPD

Output
- charge = 0
- structure (SMILES) = C[C@H]1C[C@H]1/C=N\O

Last column: Mulliken charge in e.
CARTESIAN COORDINATES (ANGSTROEM)
C -1.545 -1.054 -0.172  -1.4644
C -0.660 -0.020 -0.855  0.3383
C -0.849 1.398 -0.428  -0.7447
C 0.447 0.704 -0.093  0.0594
C 0.821 0.006 1.149  -0.3480
N 1.919 -0.620 1.333  -0.4945
O 2.814 -0.430 0.281  -0.3705
H -2.478 -1.137 -0.740  0.3804
H -1.832 -0.756 0.844  0.3054
H -1.100 -2.052 -0.108  0.3416
H -0.440 -0.243 -1.895  0.3533
H -0.759 2.153 -1.203  0.2608
H -1.601 1.612 0.328  0.2457
H 0.082 -0.160 1.926  0.3722
H 1.304 1.092 -0.634  0.4080
H 3.578 -0.944 0.569  0.3569

=====

Record 2
Molecular formula: C16H40O8
Method: DFT, ωB97M-V/def2-TZVPD

Output
- charge = 0
- structure (SMILES) = COCCOC.COCCOC.COCCOC.COCCOC

Last column: Mulliken charge in e.
CARTESIAN COORDINATES (ANGSTROEM)
C -7.252 -8.421 -6.135  -0.7673
O -6.195 -8.369 -5.131  -0.3306
C -6.743 -8.467 -3.761  -0.5160
C -5.644 -8.149 -2.667  -0.5301
O -5.412 -6.708 -2.544  -0.3895
C -4.711 -6.225 -3.620  -0.6334
H -8.118 -9.069 -6.001  0.3101
H -6.815 -8.603 -7.117  0.2501
H -7.692 -7.427 -6.051  0.3279
H -7.236 -9.420 -3.574  0.4736
H -7.551 -7.764 -3.560  0.3510
H -4.769 -8.744 -2.927  0.3272
H -5.978 -8.419 -1.665  0.3347
H -4.232 -5.271 -3.402  0.2770
H -5.301 -6.049 -4.520  0.2139
H -3.959 -6.897 -4.034  0.3016
C 1.118 -2.543 -0.735  -0.6519
O 2.555 -2.333 -0.711  -0.3448
C 3.083 -1.878 -1.905  -0.5180
C 2.858 -0.359 -1.974  -0.4948
O 3.391 0.186 -0.766  -0.3006
C 3.158 1.541 -0.700  -0.7683
H 0.979 -3.323 -1.483  0.2956
H 0.542 -1.665 -1.027  0.2559
H 0.750 -2.868 0.238  0.2462
H 2.537 -2.326 -2.735  0.3416
H 4.137 -2.117 -2.048  0.3446
H 1.825 -0.030 -2.080  0.3190
H 3.441 0.083 -2.783  0.4036
H 2.119 1.654 -0.390  0.3034
H 3.432 2.060 -1.619  0.3130
H 3.738 2.021 0.089  0.2549
C 3.372 8.380 -2.647  -0.7299
O 2.144 8.782 -2.133  -0.3267
C 1.394 7.712 -1.627  -0.3720
C 0.405 7.931 -0.498  -0.5043
O 0.650 8.922 0.482  -0.3801
C 0.912 10.275 0.135  -0.5232
H 3.861 9.293 -2.989  0.2342
H 3.041 7.729 -3.456  0.3291
H 4.153 7.918 -2.044  0.3083
H 2.034 6.892 -1.301  0.3391
H 0.861 7.337 -2.501  0.3406
H 0.303 6.984 0.031  0.2912
H -0.618 8.057 -0.851  0.2973
H 0.079 10.518 -0.524  0.2827
H 1.886 10.307 -0.352  0.1793
H 1.008 10.937 0.995  0.2345
C 0.309 -0.632 4.505  -0.7168
O 0.699 -0.051 5.744  -0.3432
C 2.074 0.417 5.769  -0.6682
C 2.837 -0.052 6.984  -0.3745
O 2.220 0.417 8.253  -0.3128
C 2.896 -0.070 9.423  -0.6832
H 0.965 -1.477 4.296  0.3238
H 0.398 0.063 3.670  0.3011
H -0.730 -0.932 4.636  0.2433
H 2.164 1.503 5.813  0.3540
H 2.609 0.156 4.856  0.4232
H 3.803 0.382 6.723  0.2986
H 2.845 -1.127 6.806  0.3114
H 2.911 -1.152 9.289  0.3044
H 2.541 0.170 10.425  0.2600
H 3.918 0.307 9.429  0.2795

=====

Record 3
Molecular formula: C22H35LaO3
Method: DFT, ωB97M-V/def2-TZVPD

Output
- charge = 0

Last column: Mulliken charge in e.
CARTESIAN COORDINATES (ANGSTROEM)
O -0.127 1.624 -0.986  -0.2047
C 0.729 2.162 -2.060  -0.0300
C -0.175 3.400 -2.217  -0.7937
H 0.707 1.456 -2.914  -0.2823
H 1.757 2.340 -1.716  0.2645
C -1.164 2.629 -1.310  1.5403
H -0.564 3.552 -3.226  0.3339
H 0.288 4.281 -1.743  0.3154
C -2.223 1.852 -2.079  -1.2099
H -1.750 1.265 -2.887  0.1381
H -2.962 2.545 -2.495  0.4295
H -2.734 1.125 -1.418  0.1895
C -1.744 3.437 -0.155  -1.7374
H -1.025 4.160 0.248  0.4200
H -2.150 2.820 0.667  0.0927
H -2.595 4.027 -0.536  0.4545
La 0.097 -0.358 1.304  1.3365
C 1.019 1.719 3.174  -0.9681
C 2.137 0.844 3.112  -0.2324
C 2.678 0.908 1.794  -1.4460
H 2.620 0.392 3.980  0.8040
C 1.990 1.949 1.102  -0.5247
C 0.949 2.430 1.943  -0.5161
H 0.297 3.279 1.748  0.4805
H 0.401 1.896 4.054  0.4434
H 3.533 0.332 1.429  0.4254
H 2.340 2.436 0.191  0.8155
C -1.673 -0.461 3.389  -0.5925
C -2.108 0.765 2.801  -0.7006
C -2.698 0.469 1.544  -0.3206
H -2.075 1.750 3.268  0.4296
C -2.632 -0.936 1.338  -1.4433
C -2.089 -1.523 2.524  -0.1522
H -2.133 -2.590 2.774  0.4235
H -1.177 -0.563 4.362  0.3977
H -3.225 1.169 0.896  0.8888
H -3.035 -1.480 0.475  0.5046
O 0.244 -1.127 -3.645  -0.3514
C -0.200 -0.732 -4.991  -0.2884
C 0.484 -1.534 -6.116  -0.5798
H 0.047 0.340 -5.095  0.2494
H -1.298 -0.840 -5.093  0.3032
C 1.408 -2.515 -5.394  -0.4581
H 1.065 -0.892 -6.776  0.2400
H -0.261 -2.055 -6.719  0.2707
C 1.105 -2.307 -3.884  -0.4579
H 2.463 -2.289 -5.608  0.2410
H 1.193 -3.555 -5.682  0.2829
H 2.041 -2.200 -3.304  0.2796
H 0.549 -3.193 -3.527  0.2642
C 1.834 -2.132 4.619  -1.1713
C 1.299 -2.904 3.424  0.6575
C 0.144 -3.819 3.746  -1.4023
O 0.881 -1.934 2.446  -0.1884
H 1.110 -1.356 4.919  0.1780
H 2.769 -1.632 4.331  0.2226
H 1.988 -2.770 5.501  0.4778
H 2.089 -3.521 2.961  0.2780
H -0.694 -3.267 4.184  0.2119
H -0.212 -4.317 2.836  0.3124
H 0.467 -4.552 4.491  0.4555

=====

Record 4
Molecular formula: C45H60As2AuN6P
Method: DFT, ωB97M-V/def2-TZVPD

Output
- charge = +2

Last column: Mulliken charge in e.
CARTESIAN COORDINATES (ANGSTROEM)
Au 0.956 1.016 0.496  0.4745
C 0.745 -1.059 3.478  -0.5854
C -0.637 -0.443 3.591  -0.4332
As -1.394 -0.180 1.792  1.7364
C -1.753 -2.026 1.311  0.4375
C -2.466 -2.831 2.198  -0.5283
C -2.692 -4.161 1.886  -0.9062
C -2.211 -4.690 0.699  -0.6857
C -1.511 -3.888 -0.188  -0.4089
C -1.282 -2.556 0.119  -0.3839
C -3.173 0.513 2.220  0.3130
C -4.309 -0.137 1.749  -0.4946
C -5.564 0.331 2.094  -0.8457
C -5.689 1.475 2.867  -0.5252
C -4.559 2.169 3.276  -0.7448
C -3.302 1.692 2.947  -0.4958
As 0.920 -2.955 2.839  0.4131
C 2.578 -2.770 1.811  0.3583
C 2.924 -3.823 0.967  -0.7278
C 4.091 -3.780 0.224  -0.7864
C 4.912 -2.665 0.291  -0.5577
C 4.576 -1.611 1.124  -0.7999
C 3.423 -1.668 1.885  0.0967
C 1.596 -3.680 4.536  0.1633
C 2.938 -3.960 4.755  -0.3196
C 3.372 -4.263 6.035  -0.6606
C 2.469 -4.325 7.084  -0.5322
C 1.121 -4.099 6.858  -0.6508
C 0.685 -3.791 5.582  -0.2770
H 1.262 -1.008 4.442  1.0242
H 1.297 -0.471 2.737  -0.8840
H -0.566 0.541 4.075  0.8194
H -1.319 -1.053 4.194  0.4553
H -2.866 -2.420 3.120  0.4780
H -3.260 -4.782 2.564  0.4632
H -2.393 -5.726 0.460  0.4448
H -1.151 -4.298 -1.119  0.5356
H -0.733 -1.913 -0.559  0.3033
H -4.201 -1.031 1.142  0.5185
H -6.442 -0.200 1.756  0.4627
H -6.668 1.834 3.142  0.4403
H -4.658 3.079 3.850  0.4656
H -2.411 2.226 3.267  0.3687
H 2.270 -4.686 0.904  0.4149
H 4.361 -4.606 -0.415  0.4419
H 5.814 -2.619 -0.298  0.4319
H 5.215 -0.742 1.188  0.4466
H 3.220 -0.848 2.562  0.5690
H 3.653 -3.918 3.943  0.4197
H 4.421 -4.443 6.212  0.4093
H 2.813 -4.560 8.079  0.3903
H 0.412 -4.162 7.669  0.4147
H -0.370 -3.623 5.396  0.3936
N 0.412 -0.089 -1.052  -0.9005
P -0.045 0.865 -2.203  -0.7715
N -1.316 1.940 -1.901  0.7606
C -2.485 1.260 -1.375  0.3899
C -3.715 2.146 -1.542  -1.2508
C -3.490 3.472 -0.821  -0.4833
C -2.212 4.128 -1.336  -1.0742
C -1.042 3.161 -1.161  0.2096
N -0.689 -0.060 -3.456  1.1636
C -1.557 0.479 -4.484  -0.5075
C -1.283 -0.199 -5.823  -0.9968
C -1.663 -1.679 -5.733  -0.7675
C -1.343 -2.225 -4.331  -0.9621
C -0.230 -1.409 -3.680  -0.9237
N 1.144 1.839 -2.924  1.1095
C 2.386 1.102 -3.161  -0.5161
C 3.440 2.007 -3.785  -0.9413
C 2.990 2.470 -5.178  -0.6751
C 1.464 2.622 -5.225  -0.4039
C 0.920 2.949 -3.835  -0.7652
H -2.339 1.036 -0.296  -1.0024
H -2.605 0.304 -1.892  0.4594
H -4.589 1.637 -1.134  0.4330
H -3.888 2.326 -2.604  0.3798
H -3.397 3.286 0.253  0.0610
H -4.338 4.133 -0.979  0.4677
H -2.006 5.048 -0.788  0.4209
H -2.319 4.380 -2.393  0.3580
H -0.911 2.940 -0.083  -0.0459
H -0.114 3.597 -1.534  -0.0510
H -1.427 1.561 -4.542  0.5260
H -2.607 0.293 -4.218  0.2681
H -0.225 -0.099 -6.073  0.1414
H -1.852 0.297 -6.607  0.5688
H -1.123 -2.237 -6.497  0.3735
H -2.727 -1.795 -5.938  0.2989
H -1.041 -3.270 -4.393  0.4698
H -2.230 -2.174 -3.696  0.2627
H 0.640 -1.421 -4.351  0.2480
H 0.088 -1.816 -2.718  0.7296
H 2.217 0.251 -3.838  0.1904
H 2.725 0.690 -2.205  0.3543
H 4.385 1.469 -3.857  0.4220
H 3.604 2.869 -3.136  0.2595
H 3.302 1.746 -5.931  0.3929
H 3.473 3.416 -5.420  0.2990
H 1.004 1.692 -5.564  -0.2795
H 1.175 3.407 -5.923  0.5114
H -0.145 3.177 -3.869  0.4514
H 1.440 3.838 -3.456  0.3714
C 2.295 4.194 0.234  -0.5657
C 2.371 3.516 1.545  0.4294
N 1.828 2.353 1.873  0.1246
C 2.107 2.156 3.198  -0.5672
C 2.819 3.210 3.671  -0.7628
N 2.981 4.055 2.613  -0.1201
H 2.027 3.483 -0.543  -0.3245
H 3.247 4.657 -0.017  0.4961
H 1.535 4.975 0.278  0.3465
H 1.779 1.291 3.727  0.4113
H 3.212 3.416 4.642  0.4127
H 3.478 4.933 2.629  0.2151

=====

Record 5
Molecular formula: C7H9ClO
Method: DFT, ωB97M-V/def2-TZVPD

Output
- charge = 0

Last column: Mulliken charge in e.
CARTESIAN COORDINATES (ANGSTROEM)
C -1.766 -2.340 0.575  0.0373
C 1.829 0.310 -0.204  -0.5969
C 0.941 0.345 0.998  -0.7476
C 0.737 0.041 -1.244  -0.4674
C -0.395 1.010 0.634  -0.1312
C -0.395 0.985 -0.954  -0.2063
C -1.459 0.405 -0.161  -0.0517
O -0.943 -3.015 -0.035  -0.3521
Cl -3.073 0.804 0.083  -0.1752
H -2.432 -2.869 1.353  0.2724
H 2.082 1.382 -0.218  0.3449
H 2.422 -0.580 -0.280  0.3117
H 0.863 -0.529 1.587  0.3487
H 1.432 1.096 1.736  0.3083
H 1.001 0.179 -2.291  0.4154
H 0.374 -1.063 -1.053  0.0505
H -0.535 1.950 1.160  0.3400
H -0.681 1.888 -1.686  0.2992

=====

Record 6
Molecular formula: C5H7N3O
Method: DFT, ωB97M-V/def2-TZVPD

Output
- charge = 0

Last column: Mulliken charge in e.
CARTESIAN COORDINATES (ANGSTROEM)
C -0.590 0.265 0.677  0.0780
C -0.048 -0.972 0.350  0.0379
C 0.927 -2.294 0.308  -0.2242
C 0.450 -0.934 -1.037  0.7745
C 0.005 0.151 -1.529  -0.8998
H -1.634 1.532 1.979  0.2507
H -0.589 0.241 2.683  0.1949
H 2.037 -2.371 0.693  0.2043
H 0.445 -3.255 0.534  0.2027
H 0.627 0.936 -2.381  0.1421
H 0.576 2.343 -1.004  0.3100
H -1.198 2.587 -1.158  0.2742
N -1.092 0.556 1.963  -0.4603
N -0.469 0.990 -0.434  0.3641
N -0.454 2.348 -0.524  -0.7978
O 1.007 -2.123 -1.120  -0.4513

=====

Record 7
Molecular formula: CH3ClIN
Method: DFT, ωB97M-V/def2-TZVPD

Output
- charge = 0
- structure (SMILES) = C=NCl.I

Last column: Mulliken charge in e.
CARTESIAN COORDINATES (ANGSTROEM)
C -1.582 -1.424 -0.615  -0.1624
N -0.823 -0.792 0.176  -0.2467
Cl -0.034 0.688 -0.300  -0.0789
I 2.902 1.712 1.244  -0.0865
H -1.503 -1.059 -1.710  0.1929
H -1.973 -2.415 -0.471  0.2846
H 3.013 3.291 1.677  0.0971

=====

Record 8
Molecular formula: C12H21O2
Method: DFT, ωB97M-V/def2-TZVPD

Output
- charge = +1

Last column: Mulliken charge in e.
CARTESIAN COORDINATES (ANGSTROEM)
C -0.318 -2.974 0.058  -1.5592
C -3.613 0.084 -0.982  -0.8974
C -0.725 -1.614 -0.377  -0.1206
C -2.822 0.839 -0.254  0.0908
C -0.673 1.837 0.151  -0.8323
C 0.799 1.767 -0.289  0.4947
C -1.007 -0.594 0.421  0.8110
C 1.980 -0.345 -0.496  1.0951
C 1.521 3.024 0.198  -1.6390
C -1.029 -0.533 1.908  -1.6490
C 1.775 -0.544 -1.790  -1.2058
C 2.878 -1.202 0.340  -1.3175
O 1.409 0.633 0.287  -0.3323
O -1.403 0.649 -0.270  0.1796
H -1.097 -3.688 -0.210  0.3967
H -0.132 -3.036 1.124  0.4196
H -4.675 0.252 -0.978  0.3320
H -3.250 -0.723 -1.595  0.2541
H -0.786 -1.474 -1.447  0.4650
H -3.154 1.650 0.377  0.4229
H -0.735 1.952 1.237  0.4272
H -1.149 2.687 -0.341  0.6106
H 0.843 1.720 -1.381  0.1894
H 1.498 3.073 1.285  0.3608
H 1.064 3.919 -0.215  0.4199
H 2.559 2.982 -0.119  0.4177
H -1.882 0.041 2.267  0.3408
H -0.111 -0.094 2.301  0.3053
H -1.116 -1.539 2.306  0.5215
H 2.284 -1.343 -2.291  0.3681
H 1.151 0.070 -2.415  0.2832
H 0.585 -3.265 -0.473  0.3028
H 3.045 -2.164 -0.133  0.3993
H 2.445 -1.345 1.327  0.3126
H 3.840 -0.706 0.467  0.3322

=====

Short version: molecular weight = 99.13; 360.49; 486.42; 1062.80; 144.60; 125.13; 191.40; 197.30 g mol⁻¹, in the order given.
Short version: DFT total energy = -325.81651; -1235.24282; -1116.54911; -7027.32244; -807.32971; -433.98171; -852.45838; -619.95307 Ha, in the order given.